The following is a DFT calculation (ωB97M-V/def2-TZVPD) of a 9-piece molecular cluster, C44H73Br2N10O4 overall.

CARTESIAN COORDINATES (ANGSTROEM)
C -2.15272 2.16025 1.66731
C -1.00541 2.93911 2.60193
O 0.13809 3.25913 1.94057
O -1.16532 3.24145 4.03274
C -0.80151 2.08213 4.88352
C 0.85224 1.90913 5.05966
N 1.24262 0.53501 5.59089
C 1.58425 0.75976 7.07913
N 1.10570 -0.41779 7.95455
C 0.09047 0.08130 8.78075
O -1.05886 0.41621 9.43082
C 3.19333 1.03184 7.29010
O 3.86980 1.65937 6.14599
C 3.68136 0.91294 4.89495
C 2.40365 -0.11097 4.86977
C 2.03397 -0.71129 3.37509
Br 0.29956 -0.35661 2.39207
C 2.99690 -1.62768 2.64101
C 2.57448 -2.19978 1.12710
Br 4.76941 -2.23006 3.34781
H -1.61644 1.68049 0.71816
H -2.63302 1.25640 2.25057
H -2.97339 2.88628 1.25334
H -1.22583 2.30740 5.96342
H -1.29104 1.07484 4.52342
H 1.27211 1.95313 3.94461
H 1.34394 2.80593 5.62783
H 0.43054 -0.13990 5.55193
H 0.92721 1.68491 7.45041
H 3.32942 1.63221 8.29217
H 3.69760 -0.03235 7.48532
H 3.51187 1.72815 4.03938
H 4.72080 0.41147 4.63582
H 2.70858 -1.06495 5.52040
H 3.41395 -2.90552 0.66922
H 2.43008 -1.22908 0.44898
H 1.52707 -2.76791 1.19925
C 8.37792 0.40656 8.24104
C 8.44980 1.67560 7.39775
C 7.15618 1.95353 6.62953
C 6.86507 0.80231 5.68062
N 6.62358 -0.15267 4.89349
H 8.22896 -0.48302 7.62087
H 9.31214 0.26399 8.79344
H 7.55803 0.46325 8.96615
H 9.28795 1.58771 6.69562
H 8.66671 2.52619 8.05323
H 7.25348 2.87918 6.05245
H 6.31547 2.07171 7.32169
C -1.59525 0.61315 -1.84959
C -0.90978 -0.17487 -2.96131
C -1.13836 -1.68353 -2.84921
C -0.57791 -2.19120 -1.53063
N -0.11303 -2.61232 -0.43683
H -1.20146 0.34711 -0.86353
H -1.42890 1.68639 -1.98639
H -2.67629 0.43268 -1.84989
H 0.16536 0.04130 -2.93808
H -1.28744 0.17352 -3.92888
H -0.63934 -2.20144 -3.67507
H -2.20771 -1.91545 -2.89967
C 9.46158 -0.63800 -0.23701
C 9.20162 -1.12428 1.18521
C 8.42433 -0.11094 2.02773
C 9.21602 1.18217 2.13528
N 9.87273 2.25485 2.22447
H 10.08175 0.26389 -0.24886
H 9.99329 -1.40467 -0.80950
H 8.52088 -0.41706 -0.75421
H 10.16254 -1.34767 1.66473
H 8.63725 -2.06230 1.14261
H 8.25180 -0.51138 3.03232
H 7.44977 0.09958 1.57413
C -5.54229 0.13935 -3.74971
C -6.00376 -0.04895 -5.19136
C -6.05972 -1.51922 -5.61093
C -4.67566 -2.13779 -5.50034
N -3.52756 -2.65091 -5.40858
H -4.52242 -0.22905 -3.60032
H -5.54528 1.20161 -3.48545
H -6.20511 -0.38729 -3.05363
H -5.32631 0.50192 -5.85529
H -6.99888 0.39444 -5.30687
H -6.40857 -1.60153 -6.64574
H -6.75519 -2.07520 -4.97292
C -6.64908 -1.95898 1.16797
C -6.89635 -2.87135 -0.02920
C -5.60274 -3.32590 -0.70805
C -4.83826 -2.11552 -1.21897
N -4.20408 -1.11149 -1.64277
H -6.15167 -1.02986 0.87224
H -7.59842 -1.68313 1.63797
H -6.02832 -2.45864 1.92044
H -7.53037 -2.34360 -0.75218
H -7.45421 -3.75300 0.30497
H -5.83272 -3.98742 -1.54995
H -4.97251 -3.87944 -0.00359
C -3.14075 -0.32229 -10.18785
C -3.40005 -1.80185 -9.92248
C -4.86836 -2.19081 -10.10592
C -5.73314 -1.40427 -9.13434
N -6.45051 -0.75180 -8.32840
H -3.68502 0.31600 -9.48463
H -2.07578 -0.09661 -10.07314
H -3.43992 -0.04797 -11.20592
H -3.07646 -2.04106 -8.90205
H -2.78380 -2.39858 -10.60391
H -4.99956 -3.26171 -9.91809
H -5.19635 -1.98305 -11.13018
C 6.17036 6.81609 3.08446
C 5.05272 6.02147 3.75247
C 4.99640 6.23170 5.26690
C 6.30393 5.78018 5.89695
N 7.38856 5.40566 6.41960
H 7.15697 6.50571 3.44282
H 6.15420 6.65779 2.00145
H 6.05602 7.88948 3.27412
H 5.19273 4.95661 3.52960
H 4.09390 6.31889 3.31384
H 4.17181 5.65277 5.69609
H 4.82838 7.28812 5.50271
C -9.19230 -3.15280 -8.05091
C -9.65378 -3.34110 -9.49256
C -9.70974 -4.81136 -9.91213
C -8.32568 -5.42993 -9.80154
N -7.17757 -5.94306 -9.70978
H -8.17244 -3.52119 -7.90152
H -9.19530 -2.09054 -7.78665
H -9.85513 -3.67943 -7.35483
H -8.97633 -2.79022 -10.15650
H -10.64890 -2.89771 -9.60808
H -10.05859 -4.89367 -10.94694
H -10.40521 -5.36734 -9.27412

Output
- E_tot: -209964.342 eV
- Highest occupied orbital energy: -0.4266 Eh
- Frontier orbital gap: 7.9 eV
- Largest force on an atom: 11.974 eV/A
- Net charge: +1
- Lowest unoccupied orbital energy: -3.7 eV

Atomic partial charges in e from the Löwdin method, atoms 1 to 4: atom 1 (C): -0.0237, atom 2 (C): -0.2808, atom 3 (O): -0.0351, atom 4 (O): -0.0901